Density functional theory data (ωB97M-V/def2-TZVPD) for a 12-piece molecular cluster, C37H70F2O15S5 overall in a non-equilibrium geometry.

```
129
Properties=species:S:1:pos:R:3:forces:R:3:mulliken_charge:R:1
O 2.169 -0.800 -5.379 -0.2 -0.3 -1.3 -0.75
S 1.882 -0.453 -4.023 0.9 -0.5 -0.2 0.83
O 0.763 -1.048 -3.359 -1.0 0.0 0.4 -0.18
C 3.374 -0.819 -3.118 -0.8 0.0 -0.3 -0.52
C 4.278 0.362 -3.443 0.0 1.0 0.7 -0.69
C 3.477 1.527 -4.175 1.0 0.2 0.0 -0.70
C 2.002 1.301 -3.936 0.6 -0.2 1.4 0.42
H 3.666 -1.846 -3.403 0.1 0.7 -0.1 0.61
H 3.036 -0.850 -2.102 0.1 0.0 0.8 0.13
H 4.649 0.797 -2.497 0.1 -0.4 -0.4 0.09
H 5.112 0.026 -4.031 0.4 0.1 -0.3 0.40
H 3.768 1.560 -5.239 -0.4 0.1 0.5 0.41
H 3.683 2.509 -3.691 0.3 -0.7 -0.5 0.27
H 1.348 1.839 -4.589 -0.5 0.0 -0.4 0.64
H 1.867 1.559 -2.876 -0.5 0.1 -0.3 -0.80
O 0.689 -3.932 1.850 1.3 0.1 0.3 -0.82
S -0.731 -3.990 1.711 -0.8 -0.4 -1.3 1.05
O -1.310 -3.189 0.651 -0.1 0.3 0.0 -0.39
C -1.269 -5.668 1.508 0.5 -0.9 0.1 -0.73
C -1.615 -6.091 2.957 0.1 -0.2 0.0 -0.73
C -2.393 -4.861 3.551 0.8 -0.7 -1.9 -0.70
C -1.496 -3.680 3.263 0.3 1.0 0.2 -0.45
H -0.538 -6.285 0.918 -0.4 0.7 0.9 0.41
H -2.175 -5.624 0.912 -0.3 0.1 0.0 0.36
H -2.182 -7.018 2.922 -0.5 0.1 0.0 0.44
H -0.732 -6.381 3.563 -0.2 0.6 -0.4 0.31
H -2.598 -4.967 4.587 -0.5 0.0 0.8 0.38
H -3.257 -4.698 2.911 -0.6 -0.3 0.5 0.29
H -0.638 -3.696 3.913 0.2 0.4 0.6 0.54
H -1.939 -2.664 3.194 0.1 -0.7 0.4 -0.08
O 3.972 1.568 0.705 0.8 -1.4 0.9 -0.86
S 3.214 2.636 0.164 -0.7 0.5 -2.6 1.08
O 2.134 2.304 -0.756 0.1 0.0 0.2 -0.44
C 2.636 3.704 1.400 0.8 0.6 0.6 -0.81
C 3.085 5.136 1.024 -0.3 -1.0 0.6 -0.37
C 4.452 4.965 0.277 -0.1 0.9 0.0 -0.91
C 4.352 3.777 -0.698 -2.2 0.8 0.8 -0.36
H 3.345 3.480 2.181 -0.2 -0.5 0.8 0.32
H 1.610 3.446 1.681 0.1 0.3 -0.1 0.47
H 2.312 5.611 0.469 -0.4 0.5 -1.0 0.00
H 3.076 5.650 2.000 0.7 0.2 -0.6 0.46
H 5.248 4.824 0.988 0.3 -0.4 0.5 0.40
H 4.750 5.895 -0.238 -0.4 -0.4 0.0 0.39
H 5.217 3.211 -0.970 0.7 0.0 -0.1 0.54
H 3.755 4.114 -1.553 0.4 -0.3 -0.1 -0.12
O -0.222 2.003 2.052 -0.5 -0.5 -0.7 -0.66
S -1.250 1.496 1.144 0.8 1.7 -0.2 1.34
O -2.622 1.724 1.523 -0.4 -0.4 0.4 -0.87
C -1.129 2.165 -0.542 -0.1 2.5 0.3 -0.63
C -0.947 1.049 -1.502 -0.3 -2.2 -0.4 0.50
C -1.447 -0.257 -0.751 -0.3 0.2 -1.1 -0.69
C -0.953 -0.154 0.662 -1.1 -0.6 0.9 0.30
H -0.382 2.991 -0.616 -0.1 -1.0 0.3 -0.01
H -2.063 2.717 -0.629 -0.4 -0.3 -0.1 0.56
H -1.436 1.082 -2.520 0.5 0.5 1.2 0.66
H 0.122 0.917 -1.626 0.2 -0.1 -0.4 -0.76
H -1.003 -1.169 -1.187 -0.5 0.4 -0.1 0.27
H -2.572 -0.301 -0.766 1.0 -0.1 0.0 -0.05
H 0.088 -0.298 0.801 1.1 -0.3 -0.2 -0.05
H -1.482 -0.837 1.331 0.0 0.2 0.0 -0.27
O 3.289 -1.369 5.770 -0.3 -0.1 -0.1 -0.71
S 3.811 -0.978 4.480 3.0 1.0 2.3 1.22
O 5.215 -0.547 4.440 -1.3 -0.7 -0.2 -0.74
C 3.493 -2.173 3.296 -0.8 -2.1 -0.1 -0.71
C 2.941 -1.413 2.107 -0.5 -0.8 0.2 -0.03
C 1.988 -0.394 2.733 0.2 0.1 -0.5 1.33
C 2.874 0.280 3.776 -1.5 1.5 -0.8 -0.68
H 2.700 -2.855 3.721 0.8 0.7 -0.4 0.15
H 4.400 -2.755 3.162 0.1 0.0 -0.2 0.63
H 3.736 -0.960 1.534 0.1 0.3 -0.2 0.49
H 2.414 -2.145 1.517 -0.1 0.0 -0.6 -0.28
H 1.116 -0.881 3.172 0.0 -0.2 0.2 0.11
H 1.600 0.299 1.987 0.2 0.2 0.2 -1.14
H 2.332 0.805 4.562 0.1 0.1 -0.1 0.53
H 3.542 0.943 3.218 0.1 0.0 0.4 0.13
F 1.580 5.030 -3.974 0.4 -0.5 -0.6 -0.39
C 1.242 5.884 -3.008 -1.0 -0.9 0.0 0.55
C -0.098 5.952 -2.678 0.1 -0.6 -0.4 -0.49
C -0.487 6.819 -1.690 -1.2 0.6 -0.1 -0.31
C 0.429 7.627 -1.055 0.9 0.1 -0.1 -0.65
C 1.778 7.484 -1.425 -1.0 0.5 1.4 -0.55
C 2.210 6.578 -2.351 -0.6 0.4 -0.3 -0.41
H -0.829 5.309 -3.170 0.3 0.2 0.0 0.46
H -1.562 6.924 -1.537 0.3 0.0 0.4 0.40
H 0.125 8.362 -0.303 0.2 -0.3 -0.3 0.41
H 2.495 8.051 -0.886 0.6 0.6 0.3 0.39
H 3.222 6.485 -2.632 1.0 -0.1 -0.2 0.62
F -4.234 -1.674 -3.759 -1.2 0.6 2.2 -0.23
C -3.414 -1.933 -4.739 -0.4 -0.5 -1.7 0.50
C -2.105 -2.192 -4.505 0.9 1.1 -0.2 -0.03
C -1.332 -2.477 -5.628 1.2 -0.3 1.0 -0.34
C -1.902 -2.712 -6.830 -1.1 0.5 -2.0 -0.72
C -3.270 -2.385 -7.052 1.7 -1.2 0.1 -0.32
C -4.031 -1.995 -5.996 0.3 -0.7 0.8 -0.68
H -1.618 -1.970 -3.563 -0.2 -0.2 0.1 0.38
H -0.247 -2.499 -5.531 -0.2 -0.3 0.1 0.32
H -1.312 -3.087 -7.668 -0.1 0.3 0.2 0.37
H -3.672 -2.598 -8.019 -0.4 0.1 -0.4 0.37
H -5.103 -2.024 -6.009 -0.4 0.6 -0.2 0.37
C 1.318 -4.053 -1.528 0.5 -0.3 1.7 0.17
O 2.379 -4.112 -0.522 -0.6 0.4 -0.1 -0.56
H 0.350 -4.251 -1.030 0.3 0.2 -0.5 -0.10
H 1.287 -3.061 -2.006 0.0 -0.6 -0.1 -0.21
H 1.564 -4.901 -2.154 -0.3 0.3 -0.8 0.34
H 1.959 -4.051 0.351 0.1 0.0 -0.3 0.36
C -0.695 -0.478 5.913 0.3 -1.3 2.0 -0.55
O -1.465 -1.683 6.042 -0.5 -0.1 -1.1 -0.46
H -0.922 0.051 6.845 0.2 0.8 -0.5 0.41
H 0.344 -0.810 5.972 0.3 0.7 -0.4 0.27
H -0.933 0.071 5.029 -0.3 0.2 -0.5 0.13
H -1.102 -2.103 6.814 0.0 -0.4 0.4 0.27
C -5.578 0.427 0.595 1.0 -1.7 -0.3 -0.32
O -5.461 1.521 1.461 0.6 0.6 0.1 -0.71
H -6.534 -0.102 0.638 -0.1 0.5 0.5 0.37
H -5.432 0.657 -0.460 0.1 0.4 -0.2 0.33
H -4.798 -0.316 0.885 -0.6 0.2 -0.4 -0.07
H -4.500 1.752 1.451 -1.0 -0.1 0.1 0.65
C -4.627 -2.973 -0.321 -0.2 0.4 -1.0 -0.64
O -4.089 -2.658 0.934 -0.1 0.0 0.3 -0.39
H -5.696 -2.897 -0.377 -0.7 0.0 0.7 0.34
H -4.309 -2.258 -1.085 0.4 -0.1 -0.1 0.17
H -4.384 -3.980 -0.632 0.3 -0.4 -0.2 0.29
H -3.142 -2.677 0.769 0.4 0.0 0.3 0.21
C -4.432 -0.575 4.250 2.4 0.0 1.3 0.12
O -5.572 0.129 3.979 -0.9 0.7 -0.4 -0.63
H -3.704 -0.413 3.460 0.4 -0.2 -0.3 -0.35
H -3.867 -0.298 5.201 -1.0 0.2 -0.8 0.17
H -4.583 -1.629 4.373 -0.4 -0.9 -0.2 0.27
H -5.441 0.492 3.085 -0.6 0.3 0.4 0.37
```
Forces are in eV/Å.

Calculated values
Strongest force on any atom: 3.91 eV/A
Spin multiplicity: 1
E_HOMO: -8.932 eV
LUMO level: 0.0064 hartree
Total charge: 0
SMILES: O=S1(=O)CCCC1.O=S1(=O)CCCC1.O=S1(=O)CCCC1.O=S1(=O)CCCC1.O=S1(=O)CCCC1.Fc1ccccc1.Fc1ccccc1.CO.CO.CO.CO.CO